Formula: C26H40O10S
Source: OMol25
Level of theory: the ωB97M-V functional and the def2-TZVPD basis

The geometry in XYZ format:
```
77
C26H40O10S (the ωB97M-V functional and the def2-TZVPD basis)
C 2.6331 -0.6688 4.6153
C 3.3848 0.5315 3.8665
O 4.0275 1.3394 4.5998
O 3.3447 0.7795 2.4628
C 3.8999 -0.3408 1.7128
C 3.0990 -0.4621 0.3012
C 1.8516 -1.4681 0.5833
C 0.6813 -0.5733 1.2609
C -0.7793 -1.0748 0.8071
C -1.5088 -0.1357 -0.2763
C -2.1697 -0.9320 -1.5141
C -1.1102 -1.8521 -2.3069
C -0.2117 -1.0664 -3.3857
C 0.7613 0.0540 -2.7473
C 0.2853 1.5639 -2.9992
O 1.3614 2.5165 -2.7997
C 1.2178 3.2429 -1.5862
C 2.5315 3.4119 -0.6476
O 0.1720 3.8084 -1.1822
O -2.5522 0.0673 -2.5466
S -3.6670 -0.8456 -3.4684
O -3.2655 -1.2520 -4.8532
O -4.9767 -0.1221 -3.5679
O -4.0520 -2.1314 -2.4016
C -3.6168 -1.5489 -1.1396
C -3.7905 -2.3591 0.2276
O -5.0885 -2.9682 0.4027
C -5.9993 -2.1206 1.0953
C -7.2281 -2.7992 1.8130
C -8.2873 -1.9337 2.5595
C -8.2172 -0.3861 2.6408
C -6.9840 0.2951 1.9659
C -5.9091 -0.5785 1.2178
H 1.4898 -0.6029 4.5057
H 2.9242 -1.6941 4.1695
H 2.9765 -0.6936 5.7100
H 3.8471 -1.3441 2.2682
H 4.9984 -0.1295 1.4672
H 2.7025 0.5929 0.0599
H 3.7509 -0.8891 -0.5326
H 1.4565 -1.8775 -0.4214
H 2.1553 -2.3278 1.2713
H 0.7974 0.5500 1.0944
H 0.7535 -0.7829 2.3978
H -0.6967 -2.1760 0.5174
H -1.4410 -1.0472 1.7585
H -2.3850 0.4041 0.2572
H -0.7785 0.6832 -0.5861
H -0.3628 -2.3653 -1.5860
H -1.6059 -2.7297 -2.8786
H 0.4919 -1.8612 -3.8501
H -0.8144 -0.6567 -4.2821
H 1.7824 -0.0576 -3.2833
H 0.9573 -0.1996 -1.6497
H -0.0100 1.6407 -4.1167
H -0.6677 1.7836 -2.4117
H 3.2139 2.4942 -0.6733
H 2.2613 3.7122 0.4236
H 3.0993 4.3191 -1.0895
H -4.2606 -0.5842 -1.1004
H -3.4658 -1.7128 1.1303
H -3.0280 -3.2300 0.2043
H -7.3050 -3.9437 1.7666
H -9.1775 -2.4440 3.0854
H -8.9742 0.2901 3.1509
H -6.8534 1.4355 1.9877
H -5.0418 -0.0027 0.7610
C 6.6021 3.8294 -0.2971
C 6.1586 2.4204 -0.5852
O 5.0097 2.1717 -0.9060
C 7.1894 1.3302 -0.4614
H 5.7565 4.5086 -0.4255
H 6.9575 3.9039 0.7328
H 7.3928 4.1197 -0.9923
H 7.5709 1.2940 0.5614
H 8.0061 1.5095 -1.1638
H 6.7290 0.3682 -0.6978
```

- Energy: -2164.90281 hartree
- Kohn-Sham gap: 8.946 eV
- Multiplicity: 1

=====

Formula: C26H41Br3Cl6CuO12
Source: OMol25
Level of theory: the ωB97M-V functional and the def2-TZVPD basis

The geometry in XYZ format:
```
89
C26H41Br3Cl6CuO12 (the ωB97M-V functional and the def2-TZVPD basis)
Cu -2.4193 -0.2996 -1.5938
O -1.3233 -1.2609 0.1507
C 0.0962 -1.0929 -0.0863
C 0.4364 0.2039 -1.0554
O -0.3627 0.4840 -2.2254
H 0.5177 -1.9924 -0.5349
H 0.6953 -1.0327 0.8223
H 1.5044 0.1172 -1.2555
H 0.5338 1.0572 -0.3843
O -4.5872 -0.2685 -0.9194
C -4.8724 -0.6355 0.2519
O -5.4234 0.2066 1.1063
C -5.5975 -0.3692 2.3813
C -5.6668 -1.8783 2.0798
C -4.6498 -1.9503 0.9281
H -6.4987 0.0680 2.8111
H -4.7644 -0.0696 3.0171
H -6.6543 -2.2211 1.7708
H -5.2966 -2.3614 2.9841
H -4.7558 -2.8176 0.2765
H -3.6926 -1.9463 1.4495
O 1.9833 -3.1662 -5.4417
C 1.1221 -3.5245 -4.6494
O 0.4441 -4.6889 -4.7289
C -0.3098 -5.0749 -3.5848
C 0.1880 -4.1380 -2.5182
C 0.7131 -2.9443 -3.3650
H -0.0355 -6.0803 -3.2652
H -1.3551 -4.9874 -3.8808
H 1.0017 -4.4999 -1.8897
H -0.5975 -3.9340 -1.7905
H 1.6127 -2.4890 -2.9510
H -0.0335 -2.2077 -3.6620
O -2.7756 1.5311 -0.2031
C -2.4542 2.2069 0.8267
O -3.4424 2.6168 1.6557
C -2.9869 3.5934 2.5556
C -1.5303 3.9088 2.1137
C -1.1329 2.6465 1.3966
H -3.1752 3.3951 3.6107
H -3.5543 4.5128 2.4108
H -0.8905 4.0477 2.9851
H -1.5313 4.7881 1.4696
H -0.7751 1.8688 2.0713
H -0.3832 2.8619 0.6352
O 4.7241 4.2742 1.0705
C 4.1154 3.2664 1.3869
O 4.7183 2.1234 1.6805
C 3.7949 1.0910 1.9054
C 2.5150 1.8480 2.2068
C 2.6014 3.1061 1.3661
H 4.1564 0.3785 2.6469
H 3.6564 0.5016 0.9990
H 2.4316 2.0246 3.2792
H 1.6194 1.2355 2.1026
H 2.0333 3.9110 1.8325
H 2.2928 2.9659 0.3302
O 3.3002 4.2065 -2.0754
C 3.8110 3.2340 -2.6836
O 4.4042 3.3542 -3.8834
C 5.1728 2.2053 -4.1055
C 5.1042 1.3900 -2.8745
C 3.7748 1.8164 -2.2978
H 6.2030 2.3259 -4.4404
H 4.7386 1.6164 -4.9134
H 5.9989 1.4899 -2.2600
H 5.0012 0.3519 -3.1904
H 3.6060 1.7568 -1.2226
H 2.8456 1.5214 -2.7854
C -1.8343 -0.6769 3.6825
Cl -2.3598 0.9486 4.2476
Cl -2.6838 -1.9278 4.5802
H -2.1264 -0.7481 2.6348
H -0.7622 -0.7676 3.8574
C -0.4110 4.0206 -2.7947
Cl -0.5927 4.9549 -4.3279
Cl -1.3700 4.5922 -1.4063
H -0.8267 3.0360 -3.0089
H 0.6348 3.9458 -2.4966
C -2.0279 -4.5283 0.5695
Cl -2.6679 -4.4745 2.2556
Cl -2.2003 -6.1709 -0.1676
H -2.6154 -3.9269 -0.1243
H -0.9895 -4.2013 0.5145
C 2.5625 -3.7120 3.2691
Br 1.7779 -1.8855 3.3564
Br 4.4478 -3.7321 3.8813
Br 2.1325 -4.6870 1.6087
H 1.9720 -4.2384 4.0189
```

- Energy: -14041.68677 hartree
- ⟨S²⟩: 0.766
- Kohn-Sham gap (spin up / spin down): 7.614 / 6.024 eV
- Multiplicity: 2

=====

Formula: C26H41N5O5
Source: OMol25
Level of theory: the ωB97M-V functional and the def2-TZVPD basis

The geometry in XYZ format:
```
77
C26H41N5O5 (the ωB97M-V functional and the def2-TZVPD basis)
C -0.3668 -3.8772 -0.6206
C -1.2335 -2.8237 -1.2554
O -1.0717 -2.4717 -2.4081
N -2.2560 -2.2814 -0.4541
C -1.7859 -1.9833 0.9159
C -2.8512 -1.0886 -1.0798
C -3.8090 -1.4218 -2.2311
C -3.8359 -0.3683 -3.3346
C -4.2824 1.0257 -2.8609
C -3.2189 1.7703 -2.1151
N -3.4939 2.2280 -0.8969
N -2.5171 2.7778 -0.2078
C -1.3137 2.8328 -0.7707
C -0.1545 3.2890 0.0539
C 0.6145 2.0737 0.6346
C 2.1336 2.2239 0.5065
C 2.6365 1.8824 -0.8749
C 2.4027 0.6242 -1.4243
C 2.8496 0.3097 -2.6934
C 3.5431 1.2512 -3.4407
C 3.7883 2.5018 -2.9035
C 3.3366 2.8149 -1.6292
N -1.0587 2.4488 -2.0285
N -2.0292 1.9148 -2.7125
H -0.8747 -4.4112 0.1788
H 0.5137 -3.4100 -0.1767
H -0.0572 -4.5963 -1.3715
H -1.6785 -2.8925 1.5011
H -2.5248 -1.3545 1.4049
H -0.8381 -1.4358 0.9129
H -2.0506 -0.4418 -1.4538
H -3.3882 -0.5299 -0.3138
H -3.4918 -2.3659 -2.6695
H -4.8175 -1.5891 -1.8410
H -4.5444 -0.6916 -4.1004
H -2.8585 -0.3185 -3.8147
H -5.1468 0.9233 -2.2023
H -4.6094 1.6232 -3.7142
H 0.5196 3.8742 -0.5700
H -0.5429 3.8875 0.8763
H 0.3318 1.9101 1.6746
H 0.3138 1.1777 0.0881
H 2.6272 1.5688 1.2307
H 2.4366 3.2414 0.7614
H 1.8588 -0.1259 -0.8616
H 2.6590 -0.6713 -3.1089
H 3.8829 1.0070 -4.4389
H 4.3320 3.2462 -3.4698
H 3.5271 3.7940 -1.2063
C 3.6147 7.7195 4.3882
C 3.6644 8.1322 2.9324
O 4.0795 7.0600 2.0797
C 3.2256 6.1410 1.5923
C 1.8095 6.0796 2.1169
O 3.6372 5.3543 0.7838
H 2.8736 6.9391 4.5614
H 3.3613 8.5759 5.0133
H 4.5849 7.3346 4.7011
H 2.7164 8.5487 2.5900
H 4.4211 8.9004 2.7844
H 1.7786 5.3548 2.9306
H 1.1689 5.7247 1.3142
H 1.4195 7.0273 2.4774
C -2.6031 -8.8425 1.0238
C -1.2205 -8.9492 0.4161
O -0.5568 -7.6824 0.3571
C 0.1459 -7.1734 1.3890
C 0.0743 -7.8359 2.7451
O 0.7688 -6.1647 1.2044
H -2.5630 -8.5134 2.0623
H -3.1040 -9.8102 0.9914
H -3.2017 -8.1218 0.4671
H -0.5996 -9.6828 0.9314
H -1.2895 -9.2647 -0.6233
H -0.7114 -7.3485 3.3216
H 1.0234 -7.6710 3.2476
H -0.1238 -8.9037 2.7164
```

- Structure (SMILES): CC(=O)N(C)CCCCc1nnc(CCCc2ccccc2)nn1.CCOC(C)=O.CCOC(C)=O
- Relative energy (zero: lowest compared OMol25 entry of this formula, charge and spin): 0.0 kcal per mole
- Energy: -1665.25069 hartree
- Kohn-Sham gap: 8.314 eV
- Multiplicity: 1

=====

Formula: C26H42AsF6N9PPd
Source: OMol25
Level of theory: the ωB97M-V functional and the def2-TZVPD basis

The geometry in XYZ format:
```
86
C26H42AsF6N9PPd (the ωB97M-V functional and the def2-TZVPD basis)
Pd 0.5232 -0.4426 -0.3782
C -5.1100 -0.5555 -2.1860
N -4.1256 -0.1469 -1.1865
C -4.6716 0.6325 -0.0866
C -2.8274 -0.5114 -1.2403
N -2.0043 -0.4970 -0.2117
C -2.3902 -0.8645 1.0528
C -3.2567 -1.9762 1.1982
C -3.5893 -2.4920 2.4264
C -3.0633 -1.9191 3.5791
C -2.2008 -0.8190 3.4916
C -1.6857 -0.2812 4.6823
C -0.8113 0.7997 4.6498
C -0.4611 1.3492 3.4441
C -0.9691 0.8608 2.2094
N -0.5289 1.4221 1.0456
C -0.3232 2.7304 0.9721
N 0.6988 3.2128 0.2222
C 1.7958 2.3301 -0.1030
C 0.5430 4.3834 -0.6428
N -1.1216 3.6417 1.5859
C -2.4903 3.3403 1.9736
C -0.6119 4.9097 2.1032
C -1.8488 -0.2596 2.2209
N -2.3531 -0.8663 -2.4825
C -2.4551 0.1084 -3.5709
C -1.1579 -1.6695 -2.5164
H -5.9721 -0.9759 -1.6669
H -4.6868 -1.3096 -2.8411
H -5.4467 0.2969 -2.7784
H -5.3776 1.3567 -0.4923
H -3.8720 1.1648 0.4162
H -5.1894 0.0033 0.6399
H -3.6294 -2.4470 0.2968
H -4.2408 -3.3526 2.4953
H -3.3056 -2.3230 4.5528
H -1.9619 -0.7345 5.6248
H -0.3912 1.1887 5.5672
H 0.2523 2.1630 3.4069
H 2.2758 1.9520 0.7999
H 2.5201 2.8865 -0.6950
H 1.4405 1.4661 -0.6939
H -0.4502 4.8021 -0.5292
H 0.6633 4.0798 -1.6848
H 1.2819 5.1501 -0.4105
H -2.8605 2.5080 1.3862
H -3.1076 4.2161 1.7731
H -2.5679 3.0892 3.0338
H 0.4695 4.9431 2.0182
H -0.8797 4.9819 3.1588
H -1.0437 5.7636 1.5794
H -3.3404 0.7248 -3.4520
H -2.5227 -0.4096 -4.5262
H -1.5781 0.7651 -3.5825
H -1.2811 -2.5789 -1.9313
H -0.2696 -1.1325 -2.1076
H -0.9402 -1.9296 -3.5513
F 1.8685 -0.7142 1.7688
As 1.5775 -2.3489 2.4155
F 0.0923 -2.3189 1.4913
F 0.7744 -1.6446 3.7626
F 3.1159 -2.2853 3.1792
F 1.2660 -3.9397 2.9501
F 2.3771 -2.9913 0.9739
C 4.3826 -2.2270 -3.5695
N 4.0730 -3.1056 -2.4468
C 5.0887 -2.9358 -1.4187
N 5.1130 -1.4922 -1.0847
C 5.5261 -0.6340 -2.1997
N 4.4654 -0.8132 -3.1793
C 3.1842 -0.2639 -2.7546
P 2.4713 -1.1729 -1.3037
C 2.7251 -2.8880 -1.9213
C 4.0617 -1.0130 -0.2662
H 3.6140 -2.3330 -4.3333
H 5.3418 -2.5199 -3.9968
H 6.0696 -3.2133 -1.7990
H 4.8456 -3.4947 -0.5175
H 6.4766 -0.9838 -2.5954
H 5.6012 0.3970 -1.8612
H 2.4780 -0.3464 -3.5856
H 3.2861 0.7986 -2.5255
H 2.0046 -3.0596 -2.7262
H 2.5031 -3.5927 -1.1237
H 3.9214 -1.6298 0.6196
H 4.2034 0.0373 -0.0107
```

- Net charge: +2
- Energy: -4812.48387 hartree
- ⟨S²⟩: 3.793
- Kohn-Sham gap (spin up / spin down): 7.729 / 4.887 eV
- Multiplicity: 4

=====

Formula: C26H42ClF9N3O8S2
Source: OMol25
Level of theory: the ωB97M-V functional and the def2-TZVPD basis

The geometry in XYZ format:
```
91
C26H42ClF9N3O8S2 (the ωB97M-V functional and the def2-TZVPD basis)
N -1.2653 -1.6809 4.0748
C -1.4038 -0.5185 3.4500
C -1.3559 -0.5840 1.8515
C 0.1022 -0.3862 1.2206
C 1.1434 -1.4940 1.8479
C 0.9201 -2.9692 1.2726
N 1.8932 -3.5164 0.5629
C 0.9178 0.9823 1.5384
C 1.4679 1.4969 2.9510
C 1.2344 3.0578 3.2307
C 1.7211 3.5007 4.7238
C 3.3476 3.4253 4.6893
O 3.8058 2.1562 5.2250
N 1.0462 1.5334 0.3217
C 1.7604 2.8012 -0.0270
C 3.3013 2.7371 0.3991
C 4.1523 1.6114 -0.3418
F 3.9690 1.8333 -1.7554
F 3.6468 0.2738 -0.1199
C 5.7027 1.5541 0.0828
F 6.3636 0.5227 -0.6581
F 5.7519 1.1010 1.4499
C 6.4774 2.9523 -0.0020
F 6.1053 3.8633 1.0429
F 7.8566 2.6537 0.2602
C 6.4651 3.6444 -1.4588
F 6.6129 2.7007 -2.5091
F 5.3787 4.5171 -1.6687
F 7.6367 4.4598 -1.5148
C 0.4345 0.8606 -0.8666
C 0.2736 -0.6728 -0.3737
C -1.0601 -1.2529 -1.0860
C -0.7660 -1.4931 -2.6350
O -0.0029 -2.4370 -2.9345
Cl -1.5942 -0.3895 -3.8227
H -1.3336 -1.4858 5.0896
H -1.5698 0.4592 4.0150
H -1.6909 -1.6556 1.5729
H -2.1620 0.1058 1.4072
H 2.1929 -1.0899 1.5725
H 1.1002 -1.5130 2.9899
H -0.0110 -3.6082 1.4431
H 2.6847 -2.8500 0.5047
H 2.5734 1.2036 3.0870
H 0.8810 0.9050 3.7496
H 0.1252 3.3484 3.0740
H 1.8351 3.7250 2.5073
H 1.2673 2.8586 5.5468
H 1.4607 4.6172 4.8097
H 3.6980 3.4788 3.5904
H 3.8423 4.2881 5.2470
H 4.1952 1.5915 4.5213
H 1.6743 2.9996 -1.1576
H 1.2579 3.7065 0.4865
H 3.4826 2.6390 1.5267
H 3.7597 3.7592 0.1072
H -0.6525 1.2607 -0.8294
H 0.8551 1.0743 -1.9042
H 1.2770 -1.1212 -0.7189
H -1.3253 -2.2369 -0.5402
H -1.9112 -0.5233 -0.8648
O -6.3240 2.1240 -6.2372
S -5.0367 1.5557 -6.5337
O -3.9718 1.5348 -5.5630
O -4.4782 2.2056 -7.9060
C -4.3659 3.6272 -7.9894
C -3.1827 4.1453 -7.1930
C -5.2647 -0.0914 -7.1404
H -5.2969 4.1048 -7.6704
H -4.2223 3.8725 -9.0443
H -3.3254 3.9817 -6.1224
H -3.0487 5.2169 -7.3530
H -2.2663 3.6242 -7.4808
H -6.0422 -0.0847 -7.9030
H -5.5684 -0.7153 -6.2993
H -4.3207 -0.4521 -7.5478
O -4.7098 -4.7848 2.1997
S -3.5377 -5.3531 2.8110
O -2.2243 -5.1910 2.2391
O -3.7966 -6.9255 3.0830
C -4.1681 -7.7556 1.9802
C -2.9871 -8.0465 1.0727
C -3.4703 -4.8385 4.5030
H -4.9940 -7.3049 1.4222
H -4.5366 -8.6944 2.4002
H -2.6364 -7.1383 0.5775
H -3.2627 -8.7649 0.2984
H -2.1483 -8.4460 1.6476
H -4.4473 -4.9903 4.9598
H -3.2087 -3.7799 4.5169
H -2.7038 -5.4167 5.0181
```

- Net charge: +1
- Energy: -3936.96564 hartree
- Kohn-Sham gap: 8.354 eV
- Multiplicity: 1

=====

Formula: C26H42IrN6Si
Source: OMol25
Level of theory: the ωB97M-V functional and the def2-TZVPD basis

The geometry in XYZ format:
```
76
C26H42IrN6Si (the ωB97M-V functional and the def2-TZVPD basis)
Ir -0.2210 -0.2067 -0.7512
C -2.0341 -0.6000 -3.1304
C -1.3117 0.6469 -3.6418
N -0.5095 1.3049 -2.5699
C 0.7175 1.9733 -3.0260
C 1.9075 1.0868 -2.7933
C 3.1419 1.3118 -3.3748
C 4.1829 0.4497 -3.0755
C 3.9636 -0.6145 -2.2170
C 2.7046 -0.7722 -1.6689
C 2.3578 -1.8386 -0.6829
N 0.8806 -2.0097 -0.6267
C 0.3534 -3.0589 -1.5589
C -1.0696 -2.7550 -2.0002
N -0.9911 -1.3480 -2.4124
N 1.7100 0.0622 -1.9597
H -2.4292 -1.1572 -3.9831
H -2.8565 -0.3656 -2.4548
H -2.0217 1.3556 -4.0687
H -0.6269 0.3504 -4.4403
H -1.0845 2.0160 -2.1438
H 0.8428 2.8881 -2.4424
H 0.6468 2.2597 -4.0771
H 3.2820 2.1460 -4.0489
H 5.1594 0.6007 -3.5159
H 4.7549 -1.3101 -1.9726
H 2.6929 -1.5274 0.3094
H 2.8458 -2.7819 -0.9338
H 0.6672 -2.2973 0.3270
H 0.4349 -4.0382 -1.0876
H 1.0001 -3.0642 -2.4406
H -1.7887 -2.8610 -1.1914
H -1.3430 -3.4105 -2.8300
H -0.1814 -1.3063 -3.0339
C -1.7544 3.3240 -0.5776
C -2.5418 2.0892 -0.2285
C -3.8654 2.1657 0.1623
C -4.5104 1.0233 0.6382
C -3.8231 -0.1642 0.7972
C -2.4810 -0.1784 0.4259
N -1.9182 0.8981 -0.1720
N -1.5293 -1.1467 0.5244
Si -1.3589 -2.1351 2.0210
C -2.0329 -1.1724 3.4572
C 0.4709 -2.4451 2.3136
C -2.2645 -3.7368 1.7441
H -1.9989 4.1018 0.1447
H -2.0050 3.7351 -1.5599
H -0.6823 3.1377 -0.4910
H -4.3752 3.1177 0.1303
H -5.5537 1.0782 0.9202
H -4.2983 -1.0488 1.1962
H -1.5586 -0.1898 3.5181
H -1.7887 -1.7137 4.3749
H -3.1131 -1.0369 3.4471
H 1.0734 -1.5695 2.0598
H 0.8878 -3.3485 1.8541
H 0.5915 -2.6089 3.3881
H -3.3375 -3.5825 1.6118
H -2.1381 -4.3980 2.6048
H -1.8921 -4.2758 0.8685
C 3.1731 2.7251 2.2540
C 2.0401 1.8427 2.7965
C 2.6207 0.7547 3.7105
C 1.0435 2.7010 3.5848
C 1.3403 1.2012 1.6685
C 0.7269 0.6729 0.7704
H 3.7036 3.1979 3.0814
H 2.7795 3.5110 1.6084
H 3.8899 2.1334 1.6832
H 3.1429 1.2137 4.5505
H 3.3335 0.1287 3.1703
H 1.8289 0.1182 4.1100
H 1.5488 3.1721 4.4285
H 0.2251 2.0918 3.9711
H 0.6232 3.4873 2.9564
```

- Net charge: +2
- Relative energy (zero: lowest compared OMol25 entry of this formula, charge and spin): 13.6 kcal per mole
- Energy: -1737.79761 hartree
- ⟨S²⟩: 0.754
- Kohn-Sham gap (spin up / spin down): 8.028 / 6.608 eV
- Multiplicity: 2

=====

- Number 2 is which compound?
  C26H41Br3Cl6CuO12